Record 1
{"formula": "C4H8O2S", "method": "wB97M-V/def2-TZVPD", "species": ["S", "O", "O", "C", "C", "C", "C", "H", "H", "H", "H", "H", "H", "H", "H"], "positions_angstrom": [[-1.602, -2.100, -0.127], [-0.455, -2.294, -0.983], [0.961, -0.922, 1.518], [1.796, -0.084, 1.628], [2.013, 0.983, 0.560], [-2.118, -0.577, -0.191], [-1.672, 0.257, -1.261], [2.454, -0.159, 2.538], [-1.044, 1.079, -0.938], [1.090, 1.288, 0.142], [2.672, 1.778, 0.890], [2.502, 0.533, -0.375], [-2.946, -0.355, 0.557], [-2.457, 0.915, -1.841], [-1.194, -0.343, -2.118]], "atomic_forces_ev_per_a": [[-0.7, 0.5, 1.6], [1.1, -0.7, -1.3], [-1.1, -0.7, -0.1], [1.0, 0.4, -0.1], [1.7, -1.4, -0.8], [-2.3, -1.3, 1.6], [-0.3, 2.4, -3.9], [0.0, 0.6, -0.6], [0.8, -0.1, 0.1], [-1.1, 0.7, 0.1], [-0.2, 0.3, 0.1], [-0.3, 0.2, 1.5], [1.1, -0.1, -1.2], [0.6, -1.6, 1.4], [-0.3, 0.9, 1.6]], "lowdin_charge": [0.896, -0.555, 0.024, -0.311, -0.043, -0.503, -0.204, 0.121, 0.053, 0.038, 0.064, 0.115, 0.091, 0.115, 0.098], "charge": 0, "e_above_lowest_ev": 2.879, "homo_energy_ev": -9.021, "energy_ev": -19205.51892, "gap_ev": 9.4355}



Record 2
{"formula": "C20H34N5O2SSe2V", "method": "wB97M-V/def2-TZVPD", "species": ["Se", "Se", "V", "S", "O", "O", "N", "N", "N", "N", "N", "C", "C", "C", "C", "C", "C", "C", "C", "C", "C", "C", "C", "C", "C", "C", "C", "C", "C", "C", "C", "H", "H", "H", "H", "H", "H", "H", "H", "H", "H", "H", "H", "H", "H", "H", "H", "H", "H", "H", "H", "H", "H", "H", "H", "H", "H", "H", "H", "H", "H", "H", "H", "H", "H"], "positions_angstrom": [[0.110, 0.299, -2.576], [-1.151, 3.622, -1.417], [0.308, -0.041, -0.033], [3.383, 0.194, -0.662], [2.902, 0.922, -1.818], [3.762, 1.000, 0.476], [0.452, -2.064, -0.592], [2.223, -0.792, -0.126], [0.851, 1.909, 0.871], [-1.839, 0.285, 0.328], [0.194, -0.554, 2.065], [-1.212, -0.651, 2.508], [0.309, 2.082, -3.373], [5.652, -1.234, -0.232], [0.805, 1.839, 2.350], [5.878, -1.993, -2.894], [1.046, 0.411, 2.801], [-0.166, -3.212, -0.889], [7.926, -3.364, -2.404], [2.570, -3.148, -0.916], [0.496, 3.217, -2.389], [6.680, -2.071, -0.634], [-1.766, -0.012, -3.000], [-0.568, 5.319, -0.664], [6.806, -2.465, -1.964], [1.908, -4.319, -1.241], [4.738, -0.791, -1.175], [1.808, -2.027, -0.597], [4.846, -1.157, -2.511], [-2.109, 0.339, 1.780], [0.519, -4.361, -1.224], [-2.027, -0.994, -2.608], [3.649, -3.101, -0.887], [0.344, 2.724, 0.550], [0.775, 4.124, -2.925], [-2.385, -0.453, -0.107], [1.554, 2.484, 2.811], [-2.118, 1.161, -0.116], [2.477, -5.206, -1.493], [-1.550, -1.664, 2.282], [5.558, -0.917, 0.800], [0.616, -1.470, 2.181], [-1.250, -3.199, -0.862], [-2.407, 0.752, -2.565], [0.898, 0.328, 3.882], [4.128, -0.784, -3.231], [-1.301, -0.511, 3.590], [8.574, -2.849, -3.116], [-0.547, 2.238, -4.027], [-1.921, 1.357, 2.112], [7.402, -2.417, 0.096], [-1.321, 5.642, 0.049], [1.825, 2.038, 0.588], [1.201, 2.000, -3.990], [-0.023, -5.266, -1.462], [-0.471, 6.059, -1.453], [-1.889, -0.024, -4.079], [2.078, 0.144, 2.573], [8.536, -3.682, -1.561], [-3.152, 0.120, 2.012], [7.539, -4.253, -2.902], [0.384, 5.191, -0.154], [5.972, -2.283, -3.935], [-0.165, 2.196, 2.687], [1.290, 2.975, -1.684]], "atomic_forces_ev_per_a": [[0.0, -0.1, -0.3], [-0.1, 0.0, 0.0], [-0.6, 0.9, 0.1], [0.0, -0.1, 0.1], [0.0, 0.0, -0.1], [0.0, 0.0, 0.0], [0.1, -0.5, -0.2], [0.3, 0.0, 0.0], [0.3, -0.1, 0.2], [-0.1, -0.1, 0.0], [0.1, 0.2, 0.4], [0.1, 0.0, 0.0], [0.1, 0.0, 0.1], [0.0, 0.0, 0.1], [0.1, 0.0, -0.1], [0.0, 0.0, 0.0], [0.0, -0.1, 0.0], [0.0, 0.1, 0.0], [0.0, 0.0, 0.0], [0.0, 0.0, 0.0], [0.0, 0.0, 0.0], [0.0, 0.0, 0.0], [0.0, 0.1, 0.0], [0.1, 0.0, 0.0], [0.0, 0.0, 0.0], [0.1, 0.0, 0.0], [0.0, 0.0, 0.0], [0.1, -0.1, -0.1], [0.0, 0.0, 0.0], [0.0, 0.0, 0.0], [0.0, 0.0, 0.0], [0.0, 0.0, 0.0], [0.0, 0.0, 0.0], [-0.2, 0.0, -0.2], [0.0, 0.0, 0.0], [-0.1, 0.0, 0.0], [0.0, 0.0, 0.0], [0.1, -0.1, 0.0], [0.0, 0.0, 0.0], [0.0, 0.0, 0.0], [0.0, 0.0, 0.0], [0.0, 0.0, 0.0], [0.0, 0.0, 0.0], [0.0, 0.0, 0.0], [0.0, 0.0, 0.0], [0.0, 0.0, 0.0], [0.0, 0.0, 0.0], [0.0, 0.0, 0.0], [0.0, 0.0, 0.0], [0.0, 0.0, 0.0], [0.0, 0.0, 0.0], [0.0, 0.0, 0.0], [0.0, 0.0, 0.1], [0.0, 0.0, 0.0], [0.0, 0.0, 0.0], [0.0, 0.0, 0.0], [0.0, 0.0, 0.0], [0.0, 0.0, 0.0], [0.0, 0.0, 0.0], [0.0, 0.0, 0.0], [0.0, 0.0, 0.0], [0.0, 0.0, 0.0], [0.0, 0.0, 0.0], [-0.1, 0.0, 0.0], [0.0, 0.0, 0.0]], "lowdin_charge": [1.010, 0.926, 0.524, 0.602, -0.354, -0.304, -0.036, -0.197, -0.024, -0.029, -0.134, -0.167, -0.500, -0.048, -0.195, -0.023, -0.172, -0.122, -0.040, 0.014, -0.544, -0.023, -0.355, -0.394, -0.256, -0.045, -0.313, -0.389, -0.052, -0.200, -0.063, 0.018, 0.106, 0.017, 0.080, 0.099, 0.128, 0.047, 0.116, 0.127, 0.121, 0.126, 0.112, 0.017, 0.126, 0.119, 0.129, 0.090, 0.069, 0.104, 0.118, 0.021, 0.066, 0.070, 0.108, 0.027, 0.034, 0.116, 0.079, 0.125, 0.087, 0.025, 0.123, 0.104, 0.044], "spin_multiplicity": 2, "charge": 1, "e_above_lowest_ev": 0.376, "homo_energy_ev": [-9.396, -8.759], "energy_ev": -200048.78160, "gap_ev": [7.2447, 6.6068]}